18
Properties=species:S:1:pos:R:3:nbo_charge:R:1 method="wB97M-V/def2-TZVPD" de_lowest_ev=5.677 gap_ev=9.631 smiles=C1CN2[C@@H]3[C@@H]1NC[C@@H]32 max_force_ev_per_a=2.4 e_lumo_ev=1.09 homo_ev=-8.54 energy_ev=-9358.760
C -1.5217 1.1063 0.1232 -0.421
C -1.8211 -0.3281 -0.4892 -0.244
N -0.7526 -1.3478 0.0794 -0.392
C 0.0356 -0.4785 0.9388 -0.160
C 0.0406 0.7719 0.1168 -0.063
N 1.4572 1.2327 0.0631 -0.580
C 1.8549 -0.1904 -0.5210 -0.268
C 0.9314 -1.2297 0.0575 -0.080
H -1.8508 1.1346 1.1580 0.204
H -1.7064 2.0051 -0.4720 0.231
H -2.7453 -0.7967 -0.2349 0.216
H -1.7653 -0.3828 -1.6199 0.196
H -0.0938 -0.5402 2.0331 0.203
H 0.0335 0.4599 -0.9038 0.171
H 1.8675 1.2697 1.0424 0.338
H 2.8635 -0.4278 -0.1690 0.214
H 1.9138 -0.0577 -1.5756 0.210
H 1.2589 -2.2006 0.3732 0.225